i.
The following is a DFT calculation (wB97M-V/def2-TZVPD) of a single C5H10N2O molecule.

CARTESIAN COORDINATES (ANGSTROEM)
C  -0.7135  1.6175  1.1481
C  1.6248  -0.7168  0.6708
C  1.3063  0.3567  -0.3443
C  0.1185  -0.9881  0.8431
C  -0.1664  0.3241  0.0715
N  -1.4314  -0.7632  -1.7407
N  -1.2039  0.4350  -0.9169
O  0.0288  2.4052  1.6047
H  -1.8044  1.5097  1.3422
H  2.2738  -1.3776  0.1819
H  1.9581  -0.5267  1.7143
H  1.7123  1.3412  -0.1055
H  1.6139  0.0348  -1.3625
H  -0.1489  -1.8008  0.1407
H  -0.3303  -1.2242  1.7663
H  -2.1288  -0.4476  -2.3066
H  -0.6698  -0.8833  -2.3067
H  -2.0392  0.7042  -0.4005

Properties
gap between HOMO and LUMO = 9.2431 eV
spin multiplicity = 1
structure (SMILES) = NNC1(C=O)CCC1
lowest unoccupied orbital energy = 0.9728 eV

Atom charges from the Mulliken analysis, given in e for atoms 1 to 6: -0.093, -0.442, -0.759, -1.040, 0.887, -0.664



ii.
The following is a DFT calculation (wB97M-V/def2-TZVPD) of a molecular structure, C5H10N2O.

CARTESIAN COORDINATES (ANGSTROEM)
C  1.0345  -0.4102  -1.6737
C  -0.8859  -0.4920  1.6580
C  0.8983  -0.0686  -0.1973
C  -0.5685  0.1809  0.3318
N  -1.6262  -0.0778  -0.6156
C  -0.0226  1.5857  0.4573
O  1.6325  -0.9280  0.6104
N  1.1745  1.3739  0.0700
H  2.5653  -0.8225  0.3902
H  -1.5501  0.5141  -1.4342
H  -2.5320  0.0754  -0.1876
H  -0.4489  2.5317  0.7520
H  2.0895  -0.4962  -1.9273
H  0.5347  -1.3554  -1.8662
H  0.5950  0.3671  -2.2916
H  -1.0808  -1.5457  1.4794
H  -1.7647  -0.0313  2.1065
H  -0.0445  -0.4009  2.3379

Properties
gap between HOMO and LUMO = 10.2517 eV
spin multiplicity = 1
lowest unoccupied orbital energy = 0.9686 eV

Atom charges from the Mulliken analysis, given in e for atoms 1 to 6: -1.538, -1.695, 0.909, 1.228, -0.677, -0.634



iii.
The following is a DFT calculation (wB97M-V/def2-TZVPD) of a single C5H10N2O molecule.

CARTESIAN COORDINATES (ANGSTROEM)
N  1.8116  -0.2632  -1.4711
C  0.7065  0.1031  -0.6034
C  -0.3106  -1.1162  -0.4558
C  -1.3033  -0.8165  0.6291
C  -2.4950  -0.3011  0.3420
C  1.1842  0.5257  0.7672
N  0.6042  1.6193  1.3544
O  1.9747  -0.1620  1.3747
H  2.0188  0.5652  -2.0313
H  1.5035  -0.9175  -2.1807
H  0.0337  0.8674  -1.0397
H  0.3420  -1.9487  -0.1781
H  -0.6324  -1.2344  -1.4866
H  -1.0901  -1.1167  1.6470
H  -3.2559  -0.0016  1.0435
H  -2.6775  -0.1152  -0.7118
H  0.4346  2.4449  0.8219
H  1.1509  1.8675  2.1786

Properties
gap between HOMO and LUMO = 10.3413 eV
spin multiplicity = 1
structure (SMILES) = C=CC[C@H](N)C(N)=O
lowest unoccupied orbital energy = 0.7901 eV

Atom charges from the Mulliken analysis, given in e for atoms 1 to 6: -0.695, 0.338, -0.985, -0.129, -0.795, 0.254



iv.
The following is a DFT calculation (wB97M-V/def2-TZVPD) of 2 unconnected molecules or ions with the total composition C5H10N2O.

CARTESIAN COORDINATES (ANGSTROEM)
N  -1.4532  -2.4648  1.7872
C  -2.5694  -3.1964  1.7483
C  -2.0659  -2.6897  -0.3859
C  -1.1192  -2.2136  0.4703
N  -3.0136  -3.2351  0.4677
C  0.0000  0.0000  0.0000
C  0.1416  -1.5346  0.1618
H  -3.1325  -3.6249  2.5773
H  -2.1154  -2.7051  -1.4746
H  -3.8960  -3.7129  0.2686
H  -0.2497  0.5553  0.9198
H  -0.8217  0.1310  -0.7241
H  0.9204  0.4288  -0.4309
H  0.5389  -1.8990  -0.8051
H  0.9283  -1.6831  0.9263
O  -8.1716  -5.7632  0.6545
H  -8.1857  -4.8934  1.1143
H  -9.1193  -5.9750  0.4952

Properties
gap between HOMO and LUMO = 9.1265 eV
spin multiplicity = 1
structure (SMILES) = CCc1c[nH]cn1.O
lowest unoccupied orbital energy = 0.5195 eV

Atom charges from the Mulliken analysis, given in e for atoms 1 to 6: -0.641, -0.200, -0.553, 0.577, -0.053, -1.053



Most favorable structure: iv. The second most favorable one is 37.5 kJ/mol above it.



i.
The following is a DFT calculation (wB97M-V/def2-TZVPD) of 2 unconnected molecules or ions with the total composition C5H10N2O.

CARTESIAN COORDINATES (ANGSTROEM)
C  0.1567  1.4276  -1.2734
C  1.4046  0.4140  0.5854
N  0.1270  0.7063  -0.0207
C  -0.0939  -2.0203  -1.5737
N  1.0244  -2.1441  -1.3464
H  2.0954  1.2212  0.3364
H  0.5024  0.7839  -2.0858
H  0.8243  2.2821  -1.1922
H  -0.8549  1.7754  -1.4893
H  1.3181  0.3514  1.6654
H  1.8260  -0.5278  0.2107
C  -1.0127  -0.6040  1.6917
C  -1.0551  0.2128  0.4193
O  -2.0998  0.4219  -0.1778
H  -1.1248  -1.8804  -1.7499
H  -2.0291  -0.8941  1.9427
H  -0.5984  -0.0293  2.5135
H  -0.4102  -1.4966  1.5442

Properties
gap between HOMO and LUMO = 10.2312 eV
spin multiplicity = 1
structure (SMILES) = CC(=O)N(C)C.C#N
lowest unoccupied orbital energy = 0.9787 eV

Atom charges from the Mulliken analysis, given in e for atoms 1 to 6: -1.044, -0.863, 0.100, 0.101, -0.413, 0.302



ii.
The following is a DFT calculation (wB97M-V/def2-TZVPD) of a single C5H10N2O molecule.

CARTESIAN COORDINATES (ANGSTROEM)
C  -1.4766  0.1209  0.3892
C  0.8716  0.1435  -0.5623
C  0.0550  -0.2057  0.6722
C  0.2988  0.3091  -1.7241
N  0.2046  -1.6082  0.9376
N  0.5908  0.5988  1.7762
C  -0.2191  0.3686  -2.9130
O  2.2132  0.3327  -0.3434
H  2.3144  0.4571  0.6150
H  -0.2080  -1.8839  1.8208
H  1.1694  -1.9108  0.8955
H  0.4190  1.5849  1.6089
H  0.1369  0.3524  2.6502
H  -2.0226  -0.1087  1.3039
H  -1.6266  1.1724  0.1574
H  -1.8481  -0.5174  -0.4055
H  -0.6611  1.2760  -3.2987
H  -0.2115  -0.4815  -3.5798

Properties
gap between HOMO and LUMO = 9.4252 eV
spin multiplicity = 1
structure (SMILES) = C=C=C(O)C(C)(N)N
lowest unoccupied orbital energy = 0.8280 eV

Atom charges from the Mulliken analysis, given in e for atoms 1 to 6: -1.724, 0.028, 1.330, 0.033, -0.596, -0.754



Most favorable structure: i. The second most favorable one is 120.9 kJ/mol above it.



i.
The following is a DFT calculation (wB97M-V/def2-TZVPD) of 2 unconnected molecules or ions with the total composition C5H10N2O.

CARTESIAN COORDINATES (ANGSTROEM)
C  -0.2970  0.2524  -0.8248
C  1.1993  2.0416  0.8762
N  -1.4080  -0.0492  0.0794
C  1.0131  -0.1118  -0.1717
C  -2.1539  -2.2047  0.1567
C  1.6846  -1.2146  -0.4830
O  1.4745  0.6570  0.8678
N  -3.2113  -2.1656  -0.3169
H  -1.3364  0.4733  0.9481
H  -2.3602  0.0082  -0.3794
H  -0.4308  -0.3596  -1.7189
H  -0.2898  1.3069  -1.1410
H  -1.1884  -2.4536  0.5372
H  1.7609  2.4450  1.7177
H  1.5409  2.5302  -0.0423
H  0.1360  2.2570  1.0264
H  1.2884  -1.9272  -1.1835
H  2.5781  -1.4854  0.0521

Properties
gap between HOMO and LUMO = 10.0098 eV
spin multiplicity = 1
structure (SMILES) = C=C(CN)OC.C#N
lowest unoccupied orbital energy = 0.8019 eV

Atom charges from the Mulliken analysis, given in e for atoms 1 to 6: -0.799, -0.710, -0.481, 0.805, 0.210, -1.018



ii.
The following is a DFT calculation (wB97M-V/def2-TZVPD) of a single C5H10N2O molecule.

CARTESIAN COORDINATES (ANGSTROEM)
C  1.8604  -0.8403  -1.0724
C  1.0092  -0.5570  0.1604
C  1.3571  -0.8635  1.4348
C  -0.2890  0.0657  -0.1271
C  -1.5017  -0.7456  -0.4534
H  2.2909  0.1381  -1.3685
H  2.6312  -1.6220  -0.9333
H  1.2429  -1.1430  -1.9183
H  0.7034  -0.4427  2.1521
H  2.2089  -1.4328  1.7788
H  -1.7054  -0.5612  -1.4997
H  -1.1692  -1.8735  -0.2511
H  -2.9413  0.5990  0.0757
H  -2.7842  -0.5693  1.2039
H  0.7008  2.8181  -0.1196
N  -2.7934  -0.4289  0.1813
N  -0.4029  1.3583  -0.2251
O  0.8226  1.9034  0.1917

Properties
gap between HOMO and LUMO = 10.2305 eV
spin multiplicity = 1
structure (SMILES) = C=C(C)/C(CN)=N\O
lowest unoccupied orbital energy = 0.9237 eV

Atom charges from the Mulliken analysis, given in e for atoms 1 to 6: -1.154, 0.692, -0.987, 0.287, -0.453, 0.262



iii.
The following is a DFT calculation (wB97M-V/def2-TZVPD) of a single C5H10N2O molecule.

CARTESIAN COORDINATES (ANGSTROEM)
C  1.1293  -0.8206  0.4663
C  -0.5392  -1.0338  -0.8038
C  -1.5515  -0.6568  0.1699
C  -1.6946  0.7963  0.1662
C  1.6466  1.7932  -0.1578
H  2.3256  -0.6351  0.7901
H  0.4527  -0.4165  1.3808
H  1.3037  -2.0691  0.3345
H  -0.4193  -2.0541  -0.9578
H  -0.8767  -0.8355  -1.8393
H  -1.1051  -1.0312  1.0505
H  -2.5649  -0.9616  0.0129
H  -0.8880  1.5676  0.7080
H  2.4417  1.5701  0.5642
H  1.4064  2.8915  -0.0992
N  0.8576  -0.4131  -0.7758
N  0.7520  1.0527  -0.7323
O  -2.6763  1.2560  -0.2774

Properties
gap between HOMO and LUMO = 9.8825 eV
spin multiplicity = 1
structure (SMILES) = C=NN(C)CCC=O
lowest unoccupied orbital energy = 0.7053 eV

Atom charges from the Mulliken analysis, given in e for atoms 1 to 6: -1.014, -0.860, -0.703, 0.421, -0.273, 0.359



Most favorable structure: i. The second most favorable one is 36.9 kJ/mol above it.



i.
The following is a DFT calculation (wB97M-V/def2-TZVPD) of a single C3H6Si molecule.

CARTESIAN COORDINATES (ANGSTROEM)
C  -1.3420  -0.7601  -0.2127
C  -0.2457  -0.0008  -0.1435
C  -1.6301  0.6929  0.0251
Si  1.8759  -0.1223  -0.0462
H  -1.6677  -1.7988  -0.1209
H  -2.2548  1.2344  -0.6424
H  -1.6180  1.0922  1.0792
H  2.2611  -0.4170  1.3154
H  2.4643  1.2352  -0.2319
H  2.1571  -1.1558  -1.0220

Properties
gap between HOMO and LUMO = 9.7615 eV
spin multiplicity = 1
structure (SMILES) = [SiH3]C1=CC1
lowest unoccupied orbital energy = 0.9187 eV

Atom charges from the Mulliken analysis, given in e for atoms 1 to 6: -0.161, -0.291, -0.449, 0.422, 0.323, 0.246



ii.
The following is a DFT calculation (wB97M-V/def2-TZVPD) of a single C3H6Si molecule.

CARTESIAN COORDINATES (ANGSTROEM)
C  0.8570  1.8280  0.7885
C  1.1518  0.5560  0.6295
C  -1.5649  -1.7041  -1.4803
Si  -0.1887  -0.9090  -0.2913
H  1.4324  2.6207  1.3165
H  0.1038  2.2668  0.2516
H  2.1480  0.1648  1.1095
H  -2.4791  -1.5703  -0.9570
H  -1.6472  -1.1933  -2.3930
H  -0.0311  -1.7659  0.8419

Properties
gap between HOMO and LUMO (spin up / spin down) = 7.1895 / 7.1885 eV
spin multiplicity = 1
structure (SMILES) = C=C[SiH]=C
lowest unoccupied orbital energy (spin up / spin down) = -0.9410 / -0.9411 eV

Atom charges from the Mulliken analysis, given in e for atoms 1 to 6: -0.595, -0.267, -0.814, 0.534, 0.238, 0.269



Most favorable structure: i. The second most favorable one is 156.1 kJ/mol above it.